1 | Below is CHI3O as an isolated structure, with properties calculated with wB97M-V/def2-TZVPD.

Geometry as XYZ:
```
6
Properties=species:S:1:pos:R:3:lowdin_charge:R:1
C 0.87 -0.06 -0.02 -1.414
O 0.96 -1.13 0.48 -0.127
I 1.02 1.68 1.29 0.723
I -2.78 -0.53 0.38 0.548
I 1.29 0.30 -2.08 0.783
H -1.36 -0.26 -0.05 -0.513
```

Properties
HOMO-LUMO gap (Eh): 0.31035
Spin multiplicity: 1
E_HOMO (eV): -9.97
Net charge: 0

=====

2 | Below is a 2-piece molecular cluster, CHI3O overall, with properties calculated with wB97M-V/def2-TZVPD.

Geometry as XYZ:
```
6
Properties=species:S:1:pos:R:3:lowdin_charge:R:1
C 0.91 3.34 -1.50 -0.753
O 1.10 2.81 -2.48 0.009
I 0.04 2.37 0.24 0.686
I 4.77 0.45 0.40 -0.006
I 3.29 -1.35 -0.86 0.003
H 1.02 4.41 -1.52 0.062
```

Properties
HOMO-LUMO gap (Eh): 0.28538
Spin multiplicity: 1
SMILES: O=CI.II
E_HOMO (eV): -9.37
Net charge: 0

=====

Most stable: 2 (next structure +44.6 kJ/mol)

=====

1 | Below is one molecule with the formula C3H3OP, with properties calculated with wB97M-V/def2-TZVPD.

Geometry as XYZ:
```
8
Properties=species:S:1:pos:R:3:lowdin_charge:R:1
C 1.49 0.74 -0.10 -0.410
C 0.59 -0.46 -0.43 -0.209
C -0.69 -0.30 -0.43 0.223
O 3.33 -0.94 -0.17 -0.553
P 3.14 0.47 0.22 0.738
H 1.04 1.74 0.01 0.027
H 1.35 -1.25 -0.49 0.093
H -1.49 -0.18 0.33 0.091
```

Properties
HOMO-LUMO gap (spin up / spin down) (Eh): 0.24245 / 0.24247
Spin multiplicity: 1
E_HOMO (spin up / spin down) (eV): -8.59 / -8.58
Net charge: 0

=====

2 | Below is one molecule with the formula C3H3OP, with properties calculated with wB97M-V/def2-TZVPD.

Geometry as XYZ:
```
8
Properties=species:S:1:pos:R:3:lowdin_charge:R:1
C 0.69 -0.08 0.23 -0.076
C -0.49 -0.21 0.07 -0.366
C 2.06 0.16 0.22 -0.341
O 2.90 -0.46 -0.36 0.084
P -2.23 -0.70 -0.01 0.742
H 2.27 1.04 0.84 0.120
H -2.41 -0.37 -1.45 -0.080
H -2.79 0.60 0.46 -0.084
```

Properties
HOMO-LUMO gap (Eh): 0.36511
Spin multiplicity: 1
SMILES: O=CC#CP
E_HOMO (eV): -10.07
Net charge: 0

=====

3 | Below is one molecule with the formula C3H3OP, with properties calculated with wB97M-V/def2-TZVPD.

Geometry as XYZ:
```
8
Properties=species:S:1:pos:R:3:lowdin_charge:R:1
C -0.19 -0.97 -1.27 -0.058
C -0.58 -0.95 0.86 -0.359
C -0.67 -0.08 -0.29 -0.790
O -0.75 1.23 -0.19 0.063
P -1.69 -1.86 -0.06 0.930
H 0.80 -1.28 -0.96 0.025
H 0.11 -1.53 1.37 0.037
H -0.41 1.53 0.70 0.152
```

Properties
HOMO-LUMO gap (spin up / spin down) (Eh): 0.25788 / 0.26405
Spin multiplicity: 1
SMILES: OC12C=P1=C2
E_HOMO (spin up / spin down) (eV): -7.42 / -7.69
Net charge: 0

=====

Most stable: 2 (next structure +200.1 kJ/mol)

=====

1 | Below is one molecule with the formula C18H17N3O3S, with properties calculated with wB97M-V/def2-TZVPD.

Geometry as XYZ:
```
42
Properties=species:S:1:pos:R:3:lowdin_charge:R:1
C -6.79 -0.20 0.87 -0.084
H -6.96 -0.86 0.01 0.096
O -5.83 0.79 0.58 -0.074
C -4.57 0.40 0.25 -0.268
C -4.14 -0.92 0.17 -0.022
C -2.83 -1.18 -0.18 -0.048
C -1.92 -0.16 -0.46 -0.160
C -2.36 1.18 -0.38 -0.214
C -3.68 1.43 -0.03 0.067
H -4.06 2.44 0.04 0.117
O -1.46 2.14 -0.66 -0.076
C -1.85 3.49 -0.60 -0.068
H -2.17 3.77 0.41 0.098
H -0.96 4.06 -0.86 0.097
H -2.65 3.71 -1.31 0.098
C -0.57 -0.47 -0.83 -0.489
N 0.36 0.37 -1.13 0.032
N 1.53 -0.16 -1.45 0.011
C 1.55 -1.44 -1.40 -0.594
N 2.62 -2.25 -1.67 0.111
C 3.96 -1.94 -1.81 -0.464
O 4.72 -2.81 -2.15 0.088
C 4.36 -0.53 -1.47 -0.063
C 4.17 -0.30 0.01 -0.234
C 3.50 0.82 0.48 -0.054
C 3.32 1.01 1.84 -0.079
C 3.81 0.08 2.74 -0.096
C 4.49 -1.03 2.28 -0.084
C 4.67 -1.22 0.92 -0.037
H 5.20 -2.09 0.56 0.117
H 4.88 -1.76 2.98 0.101
H 3.67 0.23 3.80 0.099
H 2.79 1.88 2.19 0.101
H 3.10 1.54 -0.22 0.108
H 3.75 0.18 -2.03 0.111
H 5.41 -0.41 -1.74 0.133
H 2.41 -3.24 -1.80 0.147
S 0.01 -2.16 -0.92 1.097
H -2.49 -2.20 -0.24 0.083
H -4.80 -1.75 0.38 0.103
H -7.70 0.34 1.10 0.094
H -6.49 -0.80 1.74 0.096
```

Properties
HOMO-LUMO gap (Eh): 0.30620
Spin multiplicity: 1
SMILES: COc1ccc(-c2nnc(NC(=O)Cc3ccccc3)s2)c(OC)c1
E_HOMO (eV): -8.03
Net charge: 0

=====

2 | Below is one molecule with the formula C18H17N3O3S, with properties calculated with wB97M-V/def2-TZVPD.

Geometry as XYZ:
```
42
Properties=species:S:1:pos:R:3:lowdin_charge:R:1
C -6.12 -1.97 -0.40 -0.091
H -5.66 -1.20 -1.04 0.095
O -6.45 -1.45 0.86 -0.083
C -5.46 -0.97 1.66 -0.276
C -5.86 -0.48 2.90 -0.018
C -4.92 0.03 3.77 -0.073
C -3.57 0.07 3.44 -0.023
C -3.18 -0.42 2.20 -0.206
C -4.12 -0.94 1.31 0.040
H -3.77 -1.31 0.36 0.106
N -1.84 -0.43 1.77 0.142
C -0.74 0.03 2.40 -0.467
O -0.71 0.54 3.50 0.078
C 0.55 -0.16 1.59 -0.096
H 1.35 0.31 2.16 0.110
H 0.77 -1.22 1.51 0.137
C 0.49 0.48 0.19 -0.450
C 0.07 -0.52 -0.87 -0.476
O -0.97 -1.14 -0.86 0.077
N 1.02 -0.66 -1.83 0.131
C 2.20 0.05 -1.75 -0.578
N 3.12 -0.16 -2.57 0.110
C 4.35 0.46 -2.66 -0.290
C 5.39 -0.28 -3.22 -0.027
C 6.64 0.28 -3.37 -0.086
C 6.87 1.59 -2.98 -0.094
C 5.83 2.34 -2.45 -0.085
C 4.58 1.79 -2.28 -0.056
H 3.77 2.38 -1.89 0.067
H 6.00 3.37 -2.16 0.104
H 7.85 2.03 -3.11 0.100
H 7.44 -0.31 -3.79 0.102
H 5.19 -1.30 -3.51 0.109
S 2.11 1.14 -0.33 1.057
H 0.90 -1.31 -2.59 0.174
H -0.21 1.33 0.20 0.130
H -1.71 -0.83 0.84 0.099
H -2.84 0.47 4.12 0.096
H -5.23 0.41 4.73 0.106
H -6.90 -0.50 3.16 0.114
H -7.05 -2.29 -0.85 0.092
H -5.44 -2.82 -0.32 0.096
```

Properties
HOMO-LUMO gap (Eh): 0.31181
Spin multiplicity: 1
SMILES: COc1cccc(NC(=O)C[C@H]2S/C(=N\c3ccccc3)NC2=O)c1
E_HOMO (eV): -8.18
Net charge: 0

=====

Most stable: 2 (next structure +185.3 kJ/mol)

=====

1 | Below is one molecule with the formula C6H6BrNO2, with properties calculated with wB97M-V/def2-TZVPD.

Geometry as XYZ:
```
16
Properties=species:S:1:pos:R:3:lowdin_charge:R:1
C -2.13 0.49 1.99 -0.034
C -1.43 0.42 0.72 -0.002
C -1.16 0.47 2.95 -0.102
C -0.13 0.37 1.05 -0.338
C 1.06 0.12 0.22 -0.606
C 1.24 -0.70 -3.17 -0.055
N 0.82 -0.14 -1.00 -0.001
O 0.06 0.44 2.38 -0.006
O 1.76 -0.63 -1.83 -0.171
Br 2.77 0.20 1.11 0.763
H -3.14 0.32 2.35 0.106
H -1.64 0.18 -0.31 0.110
H -1.18 0.46 3.95 0.086
H 0.53 0.11 -3.42 0.082
H 0.48 -1.51 -3.20 0.094
H 2.10 -0.60 -3.78 0.075
```

Properties
HOMO-LUMO gap (Eh): 0.33514
Spin multiplicity: 1
SMILES: CO/N=C(\Br)c1ccco1
E_HOMO (eV): -8.49
Net charge: 0

=====

2 | Below is one molecule with the formula C6H6BrNO2, with properties calculated with wB97M-V/def2-TZVPD.

Geometry as XYZ:
```
16
Properties=species:S:1:pos:R:3:lowdin_charge:R:1
C 1.17 -1.76 -0.68 -0.042
C 1.09 -0.36 -0.99 -0.125
C 0.41 -2.52 0.11 -0.066
C -1.49 -1.14 0.37 -0.243
C -2.55 -0.69 0.01 -0.561
C 0.28 2.67 0.75 -0.006
N 0.73 0.49 -0.12 0.032
O -0.68 -2.06 0.86 0.006
O 0.65 1.83 -0.40 -0.129
Br -3.87 0.61 -0.19 0.679
H 1.84 -2.45 -1.08 0.092
H 1.32 0.05 -1.92 0.103
H 0.45 -3.49 0.37 0.096
H 1.07 2.92 1.35 0.066
H -0.52 2.34 1.24 0.044
H 0.10 3.56 0.33 0.053
```

Properties
HOMO-LUMO gap (Eh): 0.34587
Spin multiplicity: 1
SMILES: CO/N=C/C=C\OC#CBr
E_HOMO (eV): -8.89
Net charge: 0

=====

Most stable: 1 (next structure +352.7 kJ/mol)

=====

1 | Below is one molecule with the formula CH3OP, with properties calculated with wB97M-V/def2-TZVPD.

Geometry as XYZ:
```
6
Properties=species:S:1:pos:R:3:lowdin_charge:R:1
C -0.05 0.16 -0.79 -0.083
O 0.11 -1.11 -0.50 -0.643
P 0.37 -2.13 0.61 0.739
H 0.03 0.44 -1.79 0.033
H -0.12 0.89 0.13 0.112
H 0.41 -1.43 1.89 -0.158
```

Properties
HOMO-LUMO gap (spin up / spin down) (Eh): 0.28910 / 0.29386
Spin multiplicity: 1
E_HOMO (spin up / spin down) (eV): -8.17 / -7.75
Net charge: 0

=====

2 | Below is one molecule with the formula CH3OP, with properties calculated with wB97M-V/def2-TZVPD.

Geometry as XYZ:
```
6
Properties=species:S:1:pos:R:3:lowdin_charge:R:1
C -0.37 0.01 0.45 -0.519
O -1.44 0.36 -0.29 -0.416
P -0.56 -1.02 -1.05 0.915
H 0.45 0.64 0.29 0.039
H -0.76 -0.41 1.42 0.102
H 0.03 -0.06 -1.78 -0.121
```

Properties
HOMO-LUMO gap (Eh): 0.38874
Spin multiplicity: 1
SMILES: C1OP1
E_HOMO (eV): -9.98
Net charge: 0

=====

3 | Below is one molecule with the formula CH3OP, with properties calculated with wB97M-V/def2-TZVPD.

Geometry as XYZ:
```
6
Properties=species:S:1:pos:R:3:lowdin_charge:R:1
C -0.89 -0.42 0.09 -0.131
O 0.36 -0.67 0.15 -0.598
P 1.91 0.10 0.09 0.729
H -1.69 -1.16 0.13 0.067
H -1.20 0.61 -0.33 0.095
H 1.50 1.54 -0.13 -0.162
```

Properties
HOMO-LUMO gap (spin up / spin down) (Eh): 0.24859 / 0.30616
Spin multiplicity: 1
E_HOMO (spin up / spin down) (eV): -7.51 / -7.99
Net charge: 0

=====

Most stable: 2 (next structure +127.8 kJ/mol)

=====

1 | Below is a 2-piece molecular cluster, C3H8OS2 overall, with properties calculated with wB97M-V/def2-TZVPD.

Geometry as XYZ:
```
14
Properties=species:S:1:pos:R:3:lowdin_charge:R:1
O -0.54 -1.29 -3.70 -0.008
C -1.28 -1.61 -2.82 -0.152
H -1.26 -2.64 -2.44 0.081
H -1.84 -0.85 -2.25 0.076
C 1.68 -0.48 -0.45 -0.476
S 1.30 0.73 0.86 0.417
S -0.73 0.37 1.02 0.400
C -1.07 1.24 2.57 -0.496
H 1.40 -1.49 -0.19 0.030
H 1.14 -0.17 -1.35 0.013
H 2.75 -0.42 -0.64 0.029
H -0.95 2.31 2.46 0.030
H -2.11 1.01 2.78 0.027
H -0.42 0.84 3.35 0.028
```

Properties
HOMO-LUMO gap (Eh): 0.31186
Spin multiplicity: 1
SMILES: CSSC.C=O
E_HOMO (eV): -7.93
Net charge: 0

=====

2 | Below is a 2-piece molecular cluster, C3H8OS2 overall, with properties calculated with wB97M-V/def2-TZVPD.

Geometry as XYZ:
```
14
Properties=species:S:1:pos:R:3:lowdin_charge:R:1
C -1.19 1.45 0.10 -0.459
S -1.36 -0.31 -0.36 0.328
S -1.47 -1.43 1.41 0.285
H -2.16 1.80 0.46 0.027
H -0.91 2.03 -0.77 0.031
H -0.51 1.50 0.95 0.013
H -0.57 -0.76 2.15 -0.210
C 1.88 0.18 -1.88 -0.012
C 2.35 1.07 -1.02 -0.268
O 2.86 0.71 0.23 -0.045
H 1.61 0.56 -2.86 0.058
H 1.93 -0.89 -1.80 0.066
H 2.68 2.05 -1.32 0.106
H 2.08 0.36 0.69 0.079
```

Properties
HOMO-LUMO gap (Eh): 0.32513
Spin multiplicity: 1
SMILES: C=CO.CSS
E_HOMO (eV): -8.45
Net charge: 0

=====

Most stable: 1 (next structure +44.5 kJ/mol)

=====

1 | Below is a 2-piece molecular cluster, C3H8OS2 overall, with properties calculated with wB97M-V/def2-TZVPD.

Geometry as XYZ:
```
14
Properties=species:S:1:pos:R:3:lowdin_charge:R:1
C -0.96 1.78 -0.63 -0.037
C -0.49 -1.20 -0.77 -0.108
C 0.67 -0.71 0.03 -0.850
O 1.73 -0.34 -0.34 0.012
S 2.20 -1.47 2.48 0.352
S 0.35 -0.97 1.82 0.478
H -1.19 1.40 -1.61 0.026
H -1.67 1.41 0.10 0.027
H -1.04 2.87 -0.65 0.028
H -1.43 -0.93 -0.31 0.069
H -0.43 -2.29 -0.78 0.094
H -0.45 -0.84 -1.80 0.087
H 2.66 -0.25 2.79 -0.185
H 0.05 1.53 -0.34 0.008
```

Properties
HOMO-LUMO gap (Eh): 0.36329
Spin multiplicity: 1
SMILES: CC(=O)SS.C
E_HOMO (eV): -9.44
Net charge: 0

=====

2 | Below is a 2-piece molecular cluster, C3H8OS2 overall, with properties calculated with wB97M-V/def2-TZVPD.

Geometry as XYZ:
```
14
Properties=species:S:1:pos:R:3:lowdin_charge:R:1
C 0.79 -1.31 1.34 -0.474
S 1.53 -1.53 -0.30 0.342
S 3.07 -0.23 -0.28 0.302
H 0.30 -2.23 1.64 0.026
H 0.07 -0.49 1.28 -0.001
H 1.53 -1.09 2.11 0.036
H 2.62 0.89 -0.88 -0.195
O 0.19 1.53 -0.18 -0.011
C -0.66 1.16 -0.96 -0.336
C -1.99 0.64 -0.50 -0.058
H -0.44 1.13 -2.04 0.123
H -2.13 0.79 0.57 0.083
H -2.08 -0.42 -0.76 0.083
H -2.80 1.13 -1.04 0.081
```

Properties
HOMO-LUMO gap (Eh): 0.35477
Spin multiplicity: 1
SMILES: CC=O.CSS
E_HOMO (eV): -8.92
Net charge: 0

=====

Most stable: 1 (next structure +33.9 kJ/mol)

=====

1 | Below is one molecule with the formula C5H15N3, with properties calculated with wB97M-V/def2-TZVPD.

Geometry as XYZ:
```
23
Properties=species:S:1:pos:R:3:lowdin_charge:R:1
C 0.13 -1.13 1.81 -0.014
C -0.04 0.33 1.10 -0.335
C -1.40 0.68 0.51 -0.181
C -2.05 -0.53 -0.21 -0.257
N -1.19 -1.04 -1.38 -0.031
N 1.00 0.13 0.04 -0.125
C 1.73 1.28 -0.63 -0.271
N 2.22 0.66 -1.88 -0.029
H 1.07 -1.44 1.66 0.014
H -0.29 -1.14 2.76 0.058
H -0.37 -1.82 1.18 0.046
H 0.20 1.12 1.86 0.130
H -1.47 1.68 0.10 0.086
H -2.15 0.98 1.44 0.153
H -3.00 -0.27 -0.66 0.087
H -2.32 -1.35 0.40 0.086
H -0.50 -0.29 -1.77 0.078
H -0.58 -1.74 -0.95 0.028
H 1.54 -0.80 0.10 0.128
H 2.55 1.63 0.06 0.106
H 0.99 2.12 -0.81 0.113
H 1.71 -0.30 -2.08 0.111
H 2.20 1.24 -2.66 0.019
```

Properties
HOMO-LUMO gap (Eh): 0.33287
Spin multiplicity: 1
SMILES: C[C@H](CCN)NCN
E_HOMO (eV): -8.05
Net charge: 0

=====

2 | Below is one molecule with the formula C5H15N3, with properties calculated with wB97M-V/def2-TZVPD.

Geometry as XYZ:
```
23
Properties=species:S:1:pos:R:3:lowdin_charge:R:1
N 1.23 1.27 0.77 0.046
C -0.01 0.75 0.20 -0.421
C -0.72 -0.26 1.04 -0.174
C 0.11 -1.43 1.65 -0.249
N 0.72 -1.13 2.98 -0.023
C 0.30 0.22 -1.21 -0.215
N -0.89 0.09 -1.99 -0.139
C -0.85 0.54 -3.38 -0.134
H 1.38 1.10 1.75 0.048
H 2.06 0.99 0.27 0.065
H -0.68 1.60 0.04 0.130
H -1.47 -0.73 0.40 0.101
H -1.22 0.21 1.90 0.112
H 0.99 -1.65 1.06 0.103
H -0.64 -2.20 1.81 0.098
H 0.20 -0.52 3.60 0.058
H 1.60 -0.69 2.77 0.037
H 0.85 1.00 -1.72 0.118
H 0.79 -0.75 -1.07 0.121
H -1.54 -0.67 -1.94 0.099
H -0.67 1.61 -3.47 0.075
H -0.04 0.04 -3.92 0.071
H -1.76 0.23 -3.89 0.073
```

Properties
HOMO-LUMO gap (Eh): 0.34679
Spin multiplicity: 1
SMILES: CNC[C@H](N)CCN
E_HOMO (eV): -8.40
Net charge: 0

=====

Most stable: 2 (next structure +158.9 kJ/mol)